[1]
Computed, not measured: C46H58BrO4Ti as an isolated structure in a non-equilibrium geometry, with wB97M-V/def2-TZVPD.

Structure (XYZ):
```
110
Properties=species:S:1:pos:R:3
Ti -0.399 -2.597 1.302
C -2.776 -4.223 0.000
O -2.050 -3.005 0.236
C -2.265 -1.991 -0.724
C -1.715 -2.102 -2.001
C -0.810 -3.245 -2.390
C 0.621 -2.777 -2.255
C 1.313 -2.299 -3.355
C 2.625 -1.858 -3.265
C 3.230 -1.904 -2.014
C 2.576 -2.377 -0.893
C 3.265 -2.416 0.451
C 2.889 -1.168 1.209
C 3.542 0.023 0.911
C 3.190 1.226 1.505
C 2.143 1.210 2.423
C 1.485 0.042 2.776
C 0.406 0.066 3.826
C -0.946 0.531 3.328
C -1.675 1.456 4.054
C -3.000 1.761 3.756
C -3.597 1.066 2.714
C -2.906 0.130 1.961
C -3.654 -0.766 0.997
C -3.027 -0.878 -0.368
C -3.231 0.122 -1.310
C -2.724 0.030 -2.601
C -1.964 -1.091 -2.917
C -2.974 1.080 -3.669
C -3.916 2.190 -3.199
C -3.616 0.409 -4.892
C -1.626 1.707 -4.053
C -1.551 -0.102 2.231
O -0.866 -1.005 1.514
C -3.753 2.756 4.623
C -3.814 2.206 6.056
C -5.186 2.994 4.139
C -3.014 4.101 4.606
C 1.868 -1.151 2.156
O 1.192 -2.343 2.501
C 1.956 -3.262 3.300
C 3.915 2.526 1.207
C 2.914 3.522 0.606
C 5.072 2.343 0.221
C 4.494 3.079 2.517
C 1.246 -2.806 -1.002
O 0.591 -3.266 0.075
C 3.417 -1.375 -4.464
C 3.867 0.073 -4.225
C 2.612 -1.417 -5.764
C 4.639 -2.286 -4.636
H -3.276 -4.182 -0.969
H -2.088 -5.074 0.019
H -3.524 -4.364 0.787
H -0.957 -4.126 -1.760
H -1.006 -3.513 -3.428
H 0.803 -2.291 -4.303
H 4.252 -1.578 -1.903
H 2.968 -3.328 0.976
H 4.346 -2.429 0.305
H 4.346 -0.017 0.197
H 1.833 2.125 2.903
H 0.268 -0.945 4.238
H 0.723 0.718 4.641
H -1.201 1.913 4.909
H -4.644 1.207 2.500
H -3.712 -1.761 1.461
H -4.671 -0.387 0.884
H -3.818 0.975 -1.014
H -1.550 -1.197 -3.906
H -4.886 1.787 -2.918
H -3.497 2.740 -2.361
H -4.073 2.895 -4.011
H -4.570 -0.034 -4.616
H -3.794 1.144 -5.672
H -2.986 -0.372 -5.306
H -1.148 2.134 -3.173
H -0.953 0.971 -4.484
H -1.780 2.500 -4.780
H -4.304 1.235 6.065
H -2.821 2.092 6.483
H -4.382 2.882 6.689
H -5.780 2.086 4.201
H -5.656 3.740 4.775
H -5.200 3.365 3.117
H -2.006 4.011 5.000
H -2.948 4.480 3.589
H -3.556 4.822 5.213
H 2.985 -2.911 3.396
H 1.507 -3.343 4.296
H 1.950 -4.252 2.833
H 2.453 3.100 -0.285
H 2.129 3.775 1.313
H 3.429 4.437 0.325
H 4.716 1.985 -0.742
H 5.560 3.300 0.059
H 5.818 1.655 0.613
H 3.719 3.260 3.255
H 5.209 2.376 2.938
H 5.008 4.018 2.333
H 3.004 0.715 -4.060
H 4.525 0.153 -3.364
H 4.403 0.434 -5.099
H 1.743 -0.765 -5.714
H 3.241 -1.070 -6.579
H 2.291 -2.429 -5.997
H 5.287 -2.256 -3.766
H 4.318 -3.315 -4.782
H 5.213 -1.974 -5.503
Br -1.271 -4.055 2.976
```

The HOMO-LUMO gap comes out at 7.661 eV. As for the total energy: -149991.47790 eV. As for the HOMO energy: -11.0145 eV. The charge is +1.

***

[2]
Computed, not measured: the molecule C5H2O in a non-equilibrium geometry, with wB97M-V/def2-TZVPD.

Structure (XYZ):
```
8
Properties=species:S:1:pos:R:3
C 0.791 -0.719 0.563
C 0.980 2.067 -1.185
C -0.114 0.401 0.249
C 0.294 0.976 -1.184
C -1.559 -0.059 0.227
O -2.586 -0.409 -0.116
H 1.850 -0.469 0.619
H 0.343 -1.788 0.826
```

The HOMO-LUMO gap (alpha / beta) comes out at 6.860 / 6.247 eV. As for the total energy: -7255.45932 eV. As for the HOMO energy (alpha / beta): -8.5512 / -8.4360 eV.

***

[3]
Computed, not measured: the molecule C28H55N2O6PS2 in a non-equilibrium geometry, with wB97M-V/def2-TZVPD.

Structure (XYZ):
```
94
Properties=species:S:1:pos:R:3
C 5.321 1.328 -0.171
C 4.695 0.069 -0.140
C 3.999 -1.409 -0.085
C 2.607 -1.577 -0.995
C 2.338 -3.204 -0.998
C 3.219 -4.169 -1.933
C 4.640 -4.736 -1.349
S 4.514 -5.582 0.338
C 2.796 -1.156 -2.565
P 4.562 -1.257 -3.277
N 5.223 0.330 -3.748
O 4.390 -2.121 -4.820
C 2.209 0.298 -3.018
N 2.752 1.501 -2.297
O 0.756 0.172 -3.082
S 0.043 -0.407 -1.660
O -0.928 0.765 -1.229
O -0.771 -1.698 -2.065
C 1.293 -0.827 -0.264
C 0.439 -1.786 0.744
C -0.955 -1.081 1.347
C -2.331 -1.753 0.769
C -3.237 -2.485 1.967
C -4.796 -1.978 2.007
C -5.623 -2.268 0.615
C -7.101 -1.556 0.752
C -7.090 -0.145 -0.084
C -8.392 0.770 0.349
C -8.249 2.363 -0.018
O -7.633 2.625 -1.338
C -8.681 2.941 -2.333
O 1.575 0.476 0.302
C 1.931 0.571 1.689
C 2.173 2.205 1.987
C 0.976 2.694 3.049
C 3.593 2.526 2.730
C 4.155 4.052 2.569
C 5.500 4.204 1.629
C 3.074 5.157 2.029
H 6.035 2.262 -0.373
H 4.839 -2.167 -0.380
H 3.662 -1.724 1.017
H 2.425 -3.614 0.120
H 1.225 -3.321 -1.422
H 3.358 -3.828 -3.069
H 2.557 -5.163 -2.058
H 5.538 -3.951 -1.410
H 4.972 -5.606 -2.097
H 5.726 -6.315 0.443
H 2.151 -1.946 -3.190
H 4.687 0.783 -4.525
H 5.379 0.970 -2.939
H 3.450 -1.943 -5.165
H 2.563 0.435 -4.153
H 3.340 2.057 -2.971
H 1.933 2.128 -2.071
H 1.105 -2.141 1.643
H -0.037 -2.758 0.238
H -0.924 -1.337 2.513
H -0.918 0.099 1.293
H -2.187 -2.570 -0.055
H -3.051 -0.913 0.325
H -3.206 -3.660 1.771
H -2.793 -2.327 3.039
H -5.346 -2.572 2.883
H -4.846 -0.832 2.337
H -5.035 -1.796 -0.304
H -5.777 -3.437 0.506
H -7.331 -1.365 1.888
H -7.912 -2.282 0.323
H -6.056 0.396 0.083
H -7.177 -0.420 -1.236
H -9.374 0.379 -0.199
H -8.499 0.665 1.533
H -9.348 2.809 -0.075
H -7.631 2.918 0.830
H -8.232 2.764 -3.402
H -9.064 4.057 -2.284
H -9.558 2.180 -2.157
H 1.149 0.254 2.495
H 2.953 0.072 2.021
H 1.982 2.783 0.988
H 1.241 3.717 3.579
H 0.953 1.888 3.929
H -0.088 2.666 2.565
H 4.450 1.744 2.450
H 3.407 2.352 3.896
H 4.483 4.410 3.659
H 6.322 3.411 1.880
H 5.126 4.085 0.502
H 5.864 5.326 1.713
H 3.699 6.150 1.806
H 2.279 5.491 2.854
H 2.549 4.887 1.013
```

The HOMO-LUMO gap comes out at 8.918 eV. As for the total energy: -76134.38146 eV. As for the HOMO energy: -8.6687 eV.